#w
Here is 2 unconnected molecules or ions with the total composition C4H13NOS from OMol25. Energies are from the ωB97M-V functional and the def2-TZVPD basis.

```
! RIJCOSX wB97M-V def2-TZVPD def2/J DEFGRID3
* xyz 0 1
C 0.628 1.696 -0.643
C -0.135 0.558 -1.253
C -1.446 0.246 -0.464
S -1.606 -1.519 0.000
C -1.009 -1.332 1.700
N 1.367 2.616 -1.524
H 0.060 2.405 -0.044
H 1.336 1.213 0.054
H -0.592 0.753 -2.233
H 0.475 -0.328 -1.320
H -1.548 0.943 0.383
H -2.381 0.558 -0.938
H -1.699 -1.091 2.508
H -0.288 -0.516 1.791
H -0.421 -2.225 1.910
H 1.727 3.384 -0.986
H 1.916 2.263 -2.297
H 3.415 -0.147 2.128
H 3.213 -1.035 0.868
O 2.817 -0.765 1.699
*
```

The SMILES is CSCCCN.O. The calculation puts the orbital gap at 9.01 eV.


#x
Here is 2 unconnected molecules or ions with the total composition C4H13NOS from OMol25. Energies are from the ωB97M-V functional and the def2-TZVPD basis.

```
! RIJCOSX wB97M-V def2-TZVPD def2/J DEFGRID3
* xyz 0 1
C 1.639 -1.626 0.836
N 0.631 -0.942 -0.023
C -0.230 -0.031 0.794
C -1.719 -0.117 0.254
S -2.859 0.993 1.213
C 0.206 1.387 0.689
H 2.486 -1.886 0.282
H 1.154 -2.606 1.210
H 1.902 -1.038 1.713
H 1.079 -0.380 -0.738
H -0.181 -0.469 1.763
H -1.969 -1.268 0.450
H -2.050 0.050 -0.884
H -2.071 0.683 2.218
H -0.004 2.139 1.479
H -0.210 1.892 -0.260
H 1.317 1.555 0.515
H -0.163 -0.118 -3.935
H 0.646 1.129 -3.378
O 0.396 0.655 -4.198
*
```

The SMILES is CN[C@@H](C)CS.O. The calculation puts the orbital gap at 9.59 eV.


#y
Here is 2 unconnected molecules or ions with the total composition C4H13NOS from OMol25. Energies are from the ωB97M-V functional and the def2-TZVPD basis.

```
! RIJCOSX wB97M-V def2-TZVPD def2/J DEFGRID3
* xyz 0 1
C -0.289 0.510 2.288
N 0.745 -0.053 1.376
C 0.147 -0.918 0.373
C 1.131 -1.191 -0.750
S 1.174 0.130 -1.994
C -1.175 -0.603 2.882
H -0.978 1.024 1.612
H 0.203 1.032 3.097
H 1.053 0.750 0.829
H -0.159 -1.877 0.807
H -0.768 -0.498 -0.071
H 0.938 -2.152 -1.229
H 2.118 -1.271 -0.277
H 2.282 -0.284 -2.585
H -1.631 -0.140 3.756
H -0.554 -1.418 3.242
H -1.943 -0.961 2.199
H -2.444 0.838 -1.298
H -3.026 2.237 -1.600
O -2.207 1.737 -1.567
*
```

The SMILES is CCNCCS.O. The calculation puts the orbital gap at 9.53 eV.


#z
Here is 2 unconnected molecules or ions with the total composition C4H13NOS from OMol25. Energies are from the ωB97M-V functional and the def2-TZVPD basis.

```
! RIJCOSX wB97M-V def2-TZVPD def2/J DEFGRID3
* xyz 0 1
C -0.225 2.608 0.948
O -0.822 1.566 0.258
C -0.579 2.599 2.428
H -0.546 3.557 0.503
H 0.866 2.545 0.836
H -0.128 3.443 2.960
H -0.213 1.676 2.885
H -1.660 2.638 2.565
C -0.754 -1.377 -1.034
C 0.624 -0.995 -0.494
S 1.892 -2.150 -1.120
N -1.851 -0.574 -0.437
H -0.948 -2.423 -0.781
H -0.771 -1.312 -2.122
H 0.614 -1.030 0.592
H 0.815 0.036 -0.779
H 2.167 -2.737 0.063
H -2.499 -0.264 -1.146
H -1.330 0.636 0.074
H -2.383 -1.013 0.301
*
```

The SMILES is NCCS.CCO. The calculation puts the orbital gap at 9.40 eV.


Stability comparison, relative energies in kJ/mol: #w 39.7; #x 92.7; #y 0.0; #z 66.5


#w
Here is 2 unconnected molecules or ions with the total composition C4H13NOS from OMol25. Energies are from the ωB97M-V functional and the def2-TZVPD basis.

```
! RIJCOSX wB97M-V def2-TZVPD def2/J DEFGRID3
* xyz 0 1
C -0.461 1.631 0.437
N 0.855 0.991 0.488
C 1.150 -0.149 1.384
C 0.240 -1.363 1.416
S 0.124 -2.273 -0.183
C -1.687 0.987 -0.259
H -0.292 2.554 -0.135
H -0.686 1.886 1.479
H 1.197 0.866 -0.455
H 2.175 -0.428 1.141
H 1.135 0.272 2.402
H -0.771 -1.045 1.651
H 0.696 -2.107 2.066
H -1.041 -1.879 -0.679
H -2.190 0.229 0.322
H -1.393 0.736 -1.276
H -2.452 1.784 -0.300
H 0.607 -1.151 -3.705
H 1.760 -1.002 -2.688
O 1.034 -0.540 -3.107
*
```

The SMILES is CCNCCS.O. The calculation puts the orbital gap at 9.17 eV.


#x
Here is 2 unconnected molecules or ions with the total composition C4H13NOS from OMol25. Energies are from the ωB97M-V functional and the def2-TZVPD basis.

```
! RIJCOSX wB97M-V def2-TZVPD def2/J DEFGRID3
* xyz 0 1
C 0.020 -0.732 -1.234
C 1.422 -0.270 -0.748
C 1.749 -0.815 0.632
S 1.061 0.100 2.068
C -0.725 -0.605 2.254
N -0.603 0.378 -1.980
H 0.051 -1.571 -1.944
H -0.666 -0.868 -0.381
H 2.048 -0.406 -1.589
H 1.553 0.827 -0.630
H 1.450 -1.870 0.602
H 2.826 -0.981 0.842
H -1.450 -0.298 1.483
H -1.033 -0.162 3.185
H -0.660 -1.687 2.413
H -0.202 0.546 -2.883
H -0.832 1.286 -1.645
H -2.079 1.720 0.207
H -1.716 2.734 -0.738
O -2.214 2.674 0.086
*
```

The SMILES is CSCCCN.O. The calculation puts the orbital gap at 9.62 eV.


Stability comparison, relative energies in kJ/mol: #w 0.0; #x 65.5


#w
Here is 2 unconnected molecules or ions with the total composition C4H13NOS from OMol25. Energies are from the ωB97M-V functional and the def2-TZVPD basis.

```
! RIJCOSX wB97M-V def2-TZVPD def2/J DEFGRID3
* xyz 0 1
C -1.263 -0.798 0.280
C -0.262 -1.323 -0.755
C 1.182 -1.022 -0.442
S 1.860 -1.784 1.086
C -1.161 0.660 0.741
N -0.790 1.571 -0.362
H -1.165 -1.445 1.151
H -2.269 -0.922 -0.145
H -0.451 -0.909 -1.753
H -0.408 -2.402 -0.901
H 1.265 0.061 -0.312
H 1.776 -1.190 -1.344
H 1.362 -2.983 0.681
H -0.350 0.731 1.471
H -2.131 0.896 1.172
H -1.019 2.527 -0.126
H -1.356 1.318 -1.163
H 0.994 2.254 -0.081
H 2.307 2.126 0.746
O 1.881 2.634 0.058
*
```

The SMILES is NCCCCS.O. The calculation puts the orbital gap at 9.90 eV.


#x
Here is 2 unconnected molecules or ions with the total composition C4H13NOS from OMol25. Energies are from the ωB97M-V functional and the def2-TZVPD basis.

```
! RIJCOSX wB97M-V def2-TZVPD def2/J DEFGRID3
* xyz 0 1
C 0.498 -0.819 -2.122
N 0.117 -0.662 -0.746
C -0.735 0.478 -0.419
C -0.963 0.317 1.178
S -2.408 1.148 1.952
C -0.067 1.871 -0.535
H 0.814 -1.896 -2.388
H -0.333 -0.653 -2.851
H 1.323 -0.112 -2.396
H 0.913 -0.849 -0.175
H -1.683 0.539 -1.008
H -1.266 -0.755 1.279
H 0.052 0.384 1.675
H -2.042 2.323 1.426
H 0.422 2.136 -1.481
H -0.792 2.631 -0.167
H 0.727 1.778 0.119
H 1.036 -2.536 2.127
H 2.396 -2.999 2.460
O 1.989 -2.324 2.073
*
```

The SMILES is CN[C@H](C)CS.O. The calculation puts the orbital gap at 9.27 eV.


Stability comparison, relative energies in kJ/mol: #w 0.0; #x 121.3


#w
Here is a single C4H4O4 molecule from OMol25. Energies are from the ωB97M-V functional and the def2-TZVPD basis.

```
! RIJCOSX wB97M-V def2-TZVPD def2/J DEFGRID3
* xyz 0 1
C -0.065 -0.027 0.217
C 0.720 1.304 0.262
C -0.866 -0.102 -1.103
C 0.991 -1.151 0.308
H -1.793 0.086 1.112
H 0.502 2.002 1.053
H -0.315 -0.083 -2.044
H 0.649 -1.862 1.113
O -0.887 -0.034 1.429
O 1.396 1.552 -0.725
O -2.065 -0.220 -1.038
O 1.733 -1.464 -0.584
*
```

The SMILES is O=CC(O)(C=O)C=O. The calculation puts the orbital gap at 9.98 eV.


#x
Here is 2 unconnected molecules or ions with the total composition C4H4O4 from OMol25. Energies are from the ωB97M-V functional and the def2-TZVPD basis.

```
! RIJCOSX wB97M-V def2-TZVPD def2/J DEFGRID3
* xyz 0 1
C -1.153 0.530 0.722
C -1.199 -0.846 0.149
C 0.118 -0.832 -0.508
C 0.662 0.317 -0.498
H -1.334 1.810 2.533
H -2.051 -1.636 0.000
H 1.736 -1.833 -1.335
H 2.538 1.389 -0.648
O -1.949 1.215 1.405
O 0.829 -1.863 -1.006
O 1.820 0.681 -1.156
O -0.016 1.068 0.342
*
```

The calculation puts the orbital gap at 6.50 eV.


#y
Here is a single C4H4O4 molecule from OMol25. Energies are from the ωB97M-V functional and the def2-TZVPD basis.

```
! RIJCOSX wB97M-V def2-TZVPD def2/J DEFGRID3
* xyz 0 1
C -1.848 -0.196 -0.150
C -0.419 -0.645 -0.003
C 0.925 0.238 -0.243
C 2.138 0.028 0.497
H -3.043 1.387 -0.123
H 0.882 1.281 -0.737
H 2.593 0.922 0.626
H 2.055 -0.845 1.197
O -1.997 1.205 -0.062
O -2.731 -1.003 -0.206
O -0.550 -1.859 0.056
O 1.994 -0.512 -0.850
*
```

The SMILES is O=C(O)C(=O)[C@H]1CO1. The calculation puts the orbital gap at 10.01 eV.


#z
Here is a molecular structure, C4H4O4 from OMol25. Energies are from the ωB97M-V functional and the def2-TZVPD basis.

```
! RIJCOSX wB97M-V def2-TZVPD def2/J DEFGRID3
* xyz 0 1
C -1.171 0.899 0.677
C -0.367 0.791 -0.675
C 1.179 -0.427 0.204
C 0.305 -1.229 -0.608
H -2.383 1.701 0.738
H -0.560 1.585 -1.517
H 0.584 -0.426 1.358
H 2.435 -0.931 0.403
O -0.686 0.079 1.734
O 0.967 0.858 -0.357
O 0.342 -2.424 -0.905
O -0.644 -0.475 -1.052
*
```

The calculation puts the orbital gap at 7.70 eV.


Stability comparison, relative energies in kJ/mol: #w 0.0; #x 367.5; #y 120.5; #z 433.4


#w
Here is 3 unconnected molecules or ions with the total composition C4H8O2S2 from OMol25. Energies are from the ωB97M-V functional and the def2-TZVPD basis.

```
! RIJCOSX wB97M-V def2-TZVPD def2/J DEFGRID3
* xyz 0 1
C -0.026 1.245 1.522
C 2.145 -0.355 -1.143
O 2.879 0.588 -0.784
O 1.812 -1.380 -0.505
C 1.019 1.938 1.070
S -2.198 0.648 -1.707
S -2.348 -0.224 0.033
C -1.763 -1.867 -0.256
H 0.164 0.340 2.087
H -1.036 1.608 1.376
H 1.640 -0.236 -2.124
H 1.971 1.457 0.842
H 0.738 2.846 0.542
H -0.692 -1.837 -0.465
H -2.317 -2.298 -1.109
H -1.990 -2.473 0.623
*
```

The calculation puts the orbital gap at 3.20 eV.


#x
Here is a single C4H8O2S2 molecule from OMol25. Energies are from the ωB97M-V functional and the def2-TZVPD basis.

```
! RIJCOSX wB97M-V def2-TZVPD def2/J DEFGRID3
* xyz 0 1
C -0.888 2.842 -0.282
C 0.083 0.371 -0.620
C 0.831 -0.901 -0.187
C 0.236 -1.469 1.257
H -0.957 3.771 0.376
H -0.543 3.152 -1.294
H -1.903 2.524 -0.309
H 1.868 -0.644 -0.022
H -0.131 -1.891 -1.637
H 0.682 -0.615 2.017
H -0.929 -1.423 1.220
H 0.606 -3.251 0.689
O 0.787 -1.904 -1.215
O 0.781 -2.667 1.496
S 0.414 1.738 0.410
S -0.937 0.366 -1.898
*
```

The SMILES is CSC(=S)[C@H](O)CO. The calculation puts the orbital gap at 8.78 eV.


Stability comparison, relative energies in kJ/mol: #w 386.9; #x 0.0


#w
Here is 2 unconnected molecules or ions with the total composition C3H4N2 from OMol25. Energies are from the ωB97M-V functional and the def2-TZVPD basis.

```
! RIJCOSX wB97M-V def2-TZVPD def2/J DEFGRID3
* xyz 0 1
C 0.901 0.382 -0.615
C 0.907 0.361 0.672
C -1.179 -0.183 -0.032
N -0.512 0.764 -0.758
N -0.461 0.657 0.836
H 1.472 0.044 -1.343
H 1.589 -0.039 1.367
H -2.262 -0.186 0.049
H -0.454 -1.800 -0.175
*
```

The calculation puts the orbital gap at 10.44 eV.


#x
Here is a single C3H4N2 molecule from OMol25. Energies are from the ωB97M-V functional and the def2-TZVPD basis.

```
! RIJCOSX wB97M-V def2-TZVPD def2/J DEFGRID3
* xyz 0 1
N -0.124 1.133 0.444
C 0.135 1.265 -0.862
C 0.504 -0.271 -0.827
C 0.188 -0.306 0.618
N -0.574 -1.094 -0.292
H 1.291 -0.755 -1.383
H 0.618 -0.789 1.501
H -0.504 1.716 1.173
H -1.535 -0.815 -0.472
*
```

The calculation puts the orbital gap at 9.72 eV.


Stability comparison, relative energies in kJ/mol: #w 258.9; #x 0.0


#w
Here is a single C3H4N2 molecule from OMol25. Energies are from the ωB97M-V functional and the def2-TZVPD basis.

```
! RIJCOSX wB97M-V def2-TZVPD def2/J DEFGRID3
* xyz 0 1
C -0.817 -0.734 -0.122
C -0.965 0.560 0.390
C 1.151 0.116 -0.136
N 0.348 -1.022 -0.498
N 0.165 1.159 0.510
H -1.716 -1.441 0.014
H -1.847 1.237 0.600
H 2.076 -0.220 0.570
H 1.638 0.632 -1.000
*
```

The SMILES is C1=NCN=C1. The calculation puts the orbital gap at 10.64 eV.


#x
Here is a single C3H4N2 molecule from OMol25. Energies are from the ωB97M-V functional and the def2-TZVPD basis.

```
! RIJCOSX wB97M-V def2-TZVPD def2/J DEFGRID3
* xyz 0 1
C -1.854 0.980 -0.009
C 0.106 -0.152 0.111
C 1.550 -0.277 0.040
N -2.061 -0.330 0.097
N -0.887 -0.917 0.181
H -2.707 1.604 -0.330
H 2.020 -0.051 -0.996
H 2.003 -1.279 0.101
H 1.830 0.423 0.805
*
```

The calculation puts the orbital gap (alpha / beta) at 8.12 / 8.50 eV.


Stability comparison, relative energies in kJ/mol: #w 0.0; #x 452.5